Record 1
Below is a cluster of 2 separate species, C3H8N2O2 in total in a non-equilibrium geometry, with properties calculated with ωB97M-V/def2-TZVPD.

As for the energy above the lowest of the compared OMol25 structures with the same formula, charge and spin: 42.2 kcal/mol. As for the spin multiplicity: 2. For the HOMO-LUMO gap (alpha / beta), the calculation gives 0.337 / 0.176 Ha. Its molar mass is 104.11 g mol⁻¹. The charge is +1.

Structure (XYZ):
```
15
Properties=species:S:1:pos:R:3:forces:R:3:mulliken_charge:R:1
O 1.019932 1.988187 3.074360 -0.217 0.723 0.604 -0.38
C 1.189174 1.177783 2.243399 0.381 -0.781 -0.339 0.32
O 2.417317 0.710520 1.917998 -0.049 0.197 -0.089 -0.40
H 0.369816 0.684291 1.692235 -0.090 -0.009 -0.169 0.14
H 2.362897 0.109995 1.168294 0.040 -0.126 0.075 0.32
C 0.368313 -0.049808 -1.748273 0.640 -0.087 -0.692 -0.74
N -0.598272 -1.115120 -1.575825 -1.053 0.648 1.162 -0.04
C -1.831406 -1.055811 -2.132766 0.987 0.257 -0.697 0.15
N -2.793829 -1.692234 -1.557476 -0.294 -0.233 0.079 -0.39
H 1.333309 -0.342193 -1.345404 -0.065 -0.138 0.064 0.26
H 0.497090 0.167169 -2.809784 -0.109 0.004 0.011 0.33
H 0.032396 0.865199 -1.252567 -0.168 -0.097 0.104 0.39
H -0.571889 -1.619773 -0.681037 0.051 -0.230 -0.343 0.35
H -1.882976 -0.459312 -3.043347 -0.163 0.029 0.043 0.37
H -3.699612 -1.454043 -1.981880 0.108 -0.157 0.188 0.33
```
Forces are in eV/Å.



Record 2
Below is the molecule C5H7NO, with properties calculated with ωB97M-V/def2-TZVPD.

As for the energy above the lowest of the compared OMol25 structures with the same formula, charge and spin: 0.7 kcal/mol. As for the spin multiplicity: 1. For the HOMO-LUMO gap, the calculation gives 0.340 Ha. Its molar mass is 97.12 g mol⁻¹. As for the SMILES: CC1=CNC(=O)C1.

Structure (XYZ):
```
14
Properties=species:S:1:pos:R:3:forces:R:3:mulliken_charge:R:1
C -1.890704 0.641869 -0.263253 -0.041 0.030 -0.015 -1.21
C -0.454144 0.268363 -0.092083 0.146 0.135 0.061 0.56
C 0.567783 1.067340 0.228455 -0.223 -0.030 -0.015 -0.62
N 1.771500 0.345374 0.349233 0.103 -0.131 0.075 -0.04
C 1.537098 -1.012226 0.252757 0.128 -0.090 -0.037 0.15
O 2.329089 -1.894237 0.502833 -0.219 0.273 -0.154 -0.62
C 0.092300 -1.131538 -0.236159 -0.021 -0.073 0.032 -0.26
H -2.225635 0.539508 -1.302767 0.067 -0.016 0.128 0.28
H -2.065005 1.676988 0.047973 0.040 -0.144 -0.079 0.32
H -2.533946 -0.003412 0.347939 0.094 0.096 -0.091 0.29
H 0.564938 2.137465 0.399633 -0.020 -0.159 -0.025 0.38
H 2.632135 0.707727 0.727639 -0.119 -0.041 -0.001 0.23
H -0.452440 -1.904615 0.314566 0.093 0.128 -0.019 0.31
H 0.126282 -1.448508 -1.288506 -0.028 0.021 0.141 0.23
```
Forces are in eV/Å.



Record 3
Below is a cluster of 2 separate species, C4H12 in total in a non-equilibrium geometry, with properties calculated with ωB97M-V/def2-TZVPD.

As for the energy above the lowest of the compared OMol25 structures with the same formula, charge and spin: 6.2 kcal/mol. As for the spin multiplicity: 1. For the HOMO-LUMO gap, the calculation gives 0.471 Ha. Its molar mass is 60.14 g mol⁻¹. As for the SMILES: CC.CC.

Structure (XYZ):
```
16
Properties=species:S:1:pos:R:3:forces:R:3:mulliken_charge:R:1
C 0.606968 2.559301 -1.755955 0.327 -0.844 0.155 -0.85
C -0.034122 1.171623 -1.553804 -0.079 0.052 -0.522 -0.73
H 1.541624 2.646025 -1.221586 0.279 -0.014 0.334 0.28
H 0.878254 2.676520 -2.796691 -0.212 0.434 -0.250 0.26
H -0.029390 3.349890 -1.385550 -0.203 0.270 -0.273 0.26
H -0.257514 0.707738 -2.517870 -0.108 0.122 0.000 0.31
H 0.607430 0.444447 -1.058124 -0.002 0.202 0.315 0.18
H -0.982996 1.271592 -1.035413 -0.001 -0.234 0.254 0.28
C -0.750332 -2.164370 1.134543 -0.520 0.255 0.220 -0.68
C 0.185980 -1.557935 2.152967 -0.076 0.440 1.054 -0.88
H -0.512534 -3.194828 0.960400 0.567 -0.478 -0.631 0.28
H -1.788848 -2.247072 1.452967 -0.079 0.435 0.388 0.28
H -0.761976 -1.556830 0.232517 0.110 -0.299 -0.269 0.15
H 0.282548 -2.143074 3.072375 0.138 -0.376 -0.299 0.33
H -0.164684 -0.609171 2.558617 -0.223 0.265 -0.361 0.27
H 1.179596 -1.353854 1.760614 0.081 -0.229 -0.117 0.26
```
Forces are in eV/Å.



Record 4
Below is the molecule C5H8O in a non-equilibrium geometry, with properties calculated with ωB97M-V/def2-TZVPD.

As for the energy above the lowest of the compared OMol25 structures with the same formula, charge and spin: 124.3 kcal/mol. As for the spin multiplicity: 1. For the HOMO-LUMO gap, the calculation gives 0.329 Ha. Its molar mass is 84.12 g mol⁻¹.

Structure (XYZ):
```
14
Properties=species:S:1:pos:R:3:forces:R:3:mulliken_charge:R:1
C -1.626455 -0.194671 0.361141 0.119 -0.086 -0.008 -1.34
C -0.173441 0.181829 0.229490 0.072 -0.221 -0.203 1.06
C 0.333792 1.107382 -0.834477 -0.063 0.194 -0.077 -0.83
C 0.854322 -0.296997 -0.781189 -0.033 -0.102 -0.489 -0.45
C 1.630017 -0.537940 1.363327 -0.493 -0.206 1.472 -0.51
O 0.556420 0.291421 1.443248 0.432 0.106 0.128 -0.27
H -1.735244 -1.183388 0.815212 0.016 0.066 -0.052 0.30
H -2.152903 0.529504 0.996305 0.225 -0.093 -0.126 0.33
H -2.122164 -0.199796 -0.615414 0.167 -0.030 0.127 0.33
H 1.009313 1.915364 -0.568340 -0.136 -0.135 0.001 0.26
H -0.355647 1.321746 -1.643303 -0.056 0.045 0.176 0.26
H 0.664387 -1.062694 -1.522507 -0.038 0.210 -0.067 0.31
H 1.869296 -0.310263 -0.326559 -0.172 -0.193 -0.802 0.30
H 1.248311 -1.561501 1.083064 -0.040 0.444 -0.079 0.22
```
Forces are in eV/Å.



Record 5
Below is the molecule C18H27N3O7S, with properties calculated with ωB97M-V/def2-TZVPD.

As for the energy above the lowest of the compared OMol25 structures with the same formula, charge and spin: 7.9 kcal/mol. As for the spin multiplicity: 1. For the HOMO-LUMO gap, the calculation gives 0.320 Ha. Its molar mass is 429.49 g mol⁻¹. As for the SMILES: CCOC(=O)N1CCN(C(=O)CN(c2ccc(OC)c(OC)c2)S(C)(=O)=O)CC1.

Structure (XYZ):
```
56
Properties=species:S:1:pos:R:3:forces:R:3:mulliken_charge:R:1
C 6.052809 3.089832 1.453654 -0.232 -0.108 -0.338 -1.12
C 5.474607 3.265463 0.056837 0.480 0.211 0.119 -0.29
H 4.981897 4.234780 -0.046962 0.063 -0.119 -0.029 0.31
H 6.266778 3.166888 -0.692570 -0.168 0.087 0.079 0.33
O 4.454350 2.306848 -0.216938 -0.226 -0.238 0.021 -0.39
C 4.887769 1.083157 -0.597600 -0.173 0.059 -0.161 0.60
O 6.050205 0.782207 -0.739518 0.447 0.051 0.049 -0.67
N 3.856335 0.243649 -0.838498 -0.102 0.020 0.051 0.26
C 2.472627 0.591856 -0.587084 -0.357 0.232 0.081 -0.83
H 2.232821 0.505486 0.480007 -0.013 0.107 -0.136 0.22
H 2.303593 1.622769 -0.904396 -0.091 -0.148 0.037 0.58
C 1.564105 -0.357515 -1.362897 0.009 0.378 -0.147 -0.43
N 1.766934 -1.713212 -0.896238 0.292 -0.071 -0.089 0.15
C 0.797482 -2.561527 -0.530547 -0.069 -0.296 -0.587 0.18
O 1.032485 -3.640082 -0.009066 0.030 -0.231 0.092 -0.71
C -0.645897 -2.193579 -0.882038 0.140 -0.337 -0.059 -0.88
N -1.128088 -1.107800 -0.050957 0.327 -0.183 0.851 0.63
C -2.396142 -0.562173 -0.343457 -0.668 0.432 -0.133 -0.48
C -3.390241 -1.247982 -1.024621 0.243 -0.015 0.094 -0.46
C -4.594402 -0.617143 -1.271705 -0.067 0.286 0.095 -1.01
C -4.864197 0.675606 -0.834594 -0.008 -0.183 -0.066 0.39
C -3.854706 1.369058 -0.136941 0.019 0.031 0.012 0.73
C -2.631779 0.745623 0.063962 -0.192 0.114 -0.121 0.01
H -1.835713 1.256738 0.574581 0.003 0.153 0.019 0.50
O -4.109124 2.637980 0.307075 -0.183 -0.321 -0.278 -0.49
C -3.170244 3.249970 1.161708 0.139 0.114 0.129 -0.91
H -2.920329 2.606333 2.009604 -0.006 0.021 -0.019 0.39
H -3.655359 4.157880 1.518379 0.101 -0.051 0.007 0.25
H -2.254619 3.517961 0.625194 -0.017 -0.024 0.030 0.31
O -6.108236 1.123655 -1.161921 0.322 -0.256 -0.044 -0.47
C -6.587375 2.367763 -0.701474 -0.286 0.408 0.082 -0.71
H -5.995611 3.199086 -1.088898 -0.081 -0.067 0.039 0.25
H -7.605671 2.435685 -1.084469 0.065 0.017 0.044 0.29
H -6.605431 2.414883 0.389233 -0.007 0.009 -0.078 0.28
H -5.378615 -1.129012 -1.806277 -0.102 -0.044 -0.060 0.42
H -3.243565 -2.258332 -1.369674 0.030 -0.135 -0.034 0.41
S -0.690234 -1.231647 1.576333 -0.126 -0.056 0.605 1.22
O 0.733003 -1.072455 1.637643 0.054 -0.335 -0.047 -0.60
O -1.474542 -0.297395 2.325317 -0.318 -0.146 -0.037 -0.65
C -1.138880 -2.904362 2.089706 0.263 0.716 -0.360 -1.04
H -0.468918 -3.607295 1.607820 0.043 -0.068 -0.102 0.31
H -2.174491 -3.064573 1.818823 -0.225 -0.026 -0.042 0.31
H -1.019026 -2.934214 3.164744 0.026 0.107 0.195 0.44
H -0.715169 -1.887140 -1.930420 -0.026 0.035 0.116 0.53
H -1.234974 -3.110787 -0.747106 0.148 0.118 -0.085 0.43
C 3.119550 -2.037931 -0.460569 0.153 -0.237 -0.026 -0.61
H 3.305573 -3.089673 -0.689707 0.069 0.146 0.071 0.51
C 4.123798 -1.142534 -1.164024 0.195 -0.178 -0.023 -1.02
H 5.141946 -1.373099 -0.842674 -0.175 -0.050 -0.073 0.50
H 4.068328 -1.292195 -2.249730 0.061 -0.069 0.081 0.23
H 3.180419 -1.909251 0.625811 0.056 -0.063 -0.024 0.26
H 1.792618 -0.299774 -2.434770 -0.076 0.097 0.078 0.24
H 0.530949 -0.057489 -1.198462 0.110 0.006 -0.074 0.33
H 6.772033 3.879237 1.652623 0.087 0.091 0.059 0.39
H 5.260359 3.131941 2.197016 -0.042 0.043 0.100 0.29
H 6.554949 2.128373 1.523825 0.062 -0.037 0.039 0.31
```
Forces are in eV/Å.



Record 6
Below is the ion C6H10NO with charge -2 in a non-equilibrium geometry, with properties calculated with ωB97M-V/def2-TZVPD.

As for the energy above the lowest of the compared OMol25 structures with the same formula, charge and spin: 21.0 kcal/mol. As for the spin multiplicity: 2. For the HOMO-LUMO gap (alpha / beta), the calculation gives 0.115 / 0.224 Ha. Its molar mass is 112.15 g mol⁻¹. The charge is -2.

Structure (XYZ):
```
18
Properties=species:S:1:pos:R:3:forces:R:3:mulliken_charge:R:1
C 0.707281 -1.065888 1.950432 1.084 2.276 -1.132 -0.58
O 0.199004 0.152064 2.286143 -0.814 -0.766 0.062 -0.86
C -0.165839 -2.058785 1.153654 -2.819 1.053 -0.495 -0.77
C -1.051600 -1.155904 0.127211 1.798 -1.164 1.976 -0.79
C -0.170422 -0.250006 -0.610864 -2.368 2.811 -1.974 0.26
C -0.596533 0.721721 -1.447503 -2.137 1.498 -0.961 -1.01
N -0.029733 1.688881 -2.374288 -1.136 -2.616 1.548 -0.67
C 0.906097 2.346601 -1.729493 2.618 -0.202 3.247 -0.65
H 1.089265 -1.512452 2.827719 0.837 -1.500 1.449 0.44
H 1.665128 -0.847648 1.287564 -0.904 -0.888 0.485 0.07
H -0.978827 -2.669918 1.778814 1.859 0.966 -0.963 0.31
H 0.413876 -2.694221 0.479556 0.216 -0.465 0.430 0.37
H -1.321382 -1.830218 -0.662136 -1.624 -0.703 -0.020 0.38
H -1.761616 -0.634654 0.765980 -0.492 -0.152 -0.572 0.37
H 0.810799 -0.462449 -0.643304 3.535 -0.802 -0.004 0.51
H -1.683641 1.097920 -1.388170 0.735 -1.357 0.153 0.16
H 1.325632 2.058717 -0.625087 -1.137 0.663 -2.599 0.17
H 1.282964 3.229785 -2.150693 0.751 1.347 -0.630 0.28
```
Forces are in eV/Å.